(1)
A structure of composition C22H44N4O4SSi5TeTi in a non-equilibrium geometry. Source: OMol25; level of theory: ωB97M-V/def2-TZVPD.

Summary:
HOMO ... -7.6617 eV
Multiplicity ... 1
Electronic energy ... -118313.3757 eV
Strongest force on any atom ... 3.3 eV/Å
E_LUMO ... -1.5989 eV
Kohn-Sham gap ... 6.06 eV
Net charge ... 0

Last column: natural (NBO) charge in e.
Cartesian coordinates (Å):
Ti -2.02 0.06 -1.01  1.10
O 1.94 -4.88 0.14  -0.73
C 1.35 -5.14 -0.91  0.76
O 1.53 -5.91 -1.82  -0.69
C 0.15 -4.09 -1.02  0.02
C -0.54 -3.72 0.14  -0.21
C -1.29 -2.56 0.16  0.06
N -1.38 -1.77 -0.91  -0.51
C -0.78 -2.13 -2.06  0.10
C 0.00 -3.27 -2.15  -0.21
C -0.98 -1.13 -3.17  0.76
O -0.69 -1.34 -4.32  -0.53
O -1.48 0.00 -2.73  -0.71
H -0.43 -4.32 1.03  0.25
H -1.81 -2.21 1.06  0.22
H 0.49 -3.53 -3.08  0.26
N -2.76 2.16 -1.65  -0.64
N -2.48 3.21 -0.76  -0.44
C -2.59 2.98 0.60  0.28
N -2.50 4.06 1.41  -0.78
S -2.75 1.45 1.21  0.01
H -2.22 2.29 -2.52  0.42
H -3.76 2.09 -1.89  0.41
H -2.69 4.16 -1.07  0.39
H -2.17 4.94 1.05  0.40
H -2.30 3.87 2.38  0.43
C 3.76 -2.40 -0.75  -1.09
Si 4.02 -0.54 -0.46  1.26
C 5.75 -0.22 0.29  -1.09
C 3.87 0.38 -2.14  -1.09
Si 2.50 0.39 1.14  -0.06
Te 0.20 0.82 0.01  -0.31
Si 2.27 -0.96 3.08  1.25
C 1.53 -2.71 2.86  -1.10
C 1.21 -0.01 4.37  -1.09
C 4.04 -1.11 3.80  -1.09
Si 2.95 2.67 1.71  1.25
C 4.50 2.87 2.82  -1.09
C 3.24 3.67 0.11  -1.09
C 1.49 3.49 2.65  -1.09
H 4.56 -2.84 -1.34  0.25
H 2.83 -2.59 -1.30  0.24
H 3.69 -2.97 0.17  0.26
H 6.54 -0.65 -0.32  0.24
H 5.82 -0.65 1.28  0.23
H 5.95 0.84 0.38  0.23
H 4.54 -0.04 -2.89  0.24
H 4.10 1.43 -2.04  0.23
H 2.86 0.29 -2.53  0.24
H 0.44 -2.68 2.89  0.23
H 1.86 -3.37 3.66  0.24
H 1.83 -3.18 1.93  0.28
H 0.25 0.29 3.94  0.23
H 1.71 0.89 4.70  0.23
H 1.00 -0.61 5.25  0.24
H 4.63 -1.82 3.23  0.24
H 4.03 -1.45 4.83  0.24
H 4.55 -0.15 3.77  0.23
H 5.35 2.34 2.40  0.24
H 4.33 2.48 3.82  0.23
H 4.79 3.91 2.92  0.24
H 4.17 3.39 -0.36  0.23
H 3.27 4.75 0.28  0.23
H 2.44 3.47 -0.60  0.24
H 1.40 3.12 3.66  0.23
H 0.56 3.26 2.14  0.23
H 1.59 4.57 2.71  0.23
C -6.12 1.41 -3.32  -1.09
Si -6.38 -0.31 -2.51  1.56
C -7.99 -0.35 -1.50  -1.08
C -6.43 -1.65 -3.87  -1.08
C -4.89 -0.50 -1.43  -0.48
C -3.89 -0.63 -0.73  -0.36
H -6.90 1.63 -4.05  0.25
H -5.17 1.46 -3.85  0.23
H -6.14 2.22 -2.59  0.22
H -8.87 -0.25 -2.13  0.24
H -8.03 0.44 -0.75  0.24
H -8.08 -1.30 -0.97  0.25
H -7.31 -1.53 -4.50  0.24
H -6.47 -2.64 -3.44  0.25
H -5.56 -1.60 -4.51  0.25

=====

(2)
The ion C3H6N with charge +1 in a non-equilibrium geometry. Source: OMol25; level of theory: ωB97M-V/def2-TZVPD.

Summary:
Relative energy (zero: lowest compared OMol25 entry of this formula, charge and spin) ... 106.0 kJ/mol
HOMO ... -15.6220 eV
Multiplicity ... 1
Electronic energy ... -4689.0185 eV
Strongest force on any atom ... 2.8 eV/Å
SMILES string ... C=C[NH+]=C
E_LUMO ... -6.3566 eV
Kohn-Sham gap ... 9.27 eV
Net charge ... +1

Last column: natural (NBO) charge in e.
Cartesian coordinates (Å):
C 0.95 0.17 -1.26  -0.29
C 0.13 -0.67 -0.69  -0.08
N -0.41 -0.37 0.65  -0.42
C -0.64 0.77 1.24  0.12
H 1.21 1.14 -0.84  0.22
H 1.50 -0.06 -2.17  0.26
H -0.46 -1.51 -1.06  0.25
H -0.97 -1.10 1.07  0.45
H -0.54 0.70 2.33  0.25
H -0.52 1.65 0.62  0.23

=====

(3)
A structure of composition C31H47BrHfN2P2 in a non-equilibrium geometry. Source: OMol25; level of theory: ωB97M-V/def2-TZVPD.

Summary:
Relative energy (zero: lowest compared OMol25 entry of this formula, charge and spin) ... 379.8 kJ/mol
HOMO ... -19.0838 eV
Multiplicity ... 1
Electronic energy ... -125769.1544 eV
Strongest force on any atom ... 5.6 eV/Å
E_LUMO ... -14.4030 eV
Kohn-Sham gap ... 4.68 eV
Net charge ... +4

Last column: Löwdin charge in e.
Cartesian coordinates (Å):
N -2.44 3.11 -4.54  0.11
C -2.43 1.82 -4.86  -0.06
C -2.21 0.83 -3.88  -0.02
C -2.13 1.21 -2.54  -0.25
C -2.15 2.57 -2.22  -0.04
C -2.32 3.50 -3.27  -0.08
C -2.10 0.15 -1.48  -0.31
Hf -0.33 -0.18 -0.40  1.24
P 0.10 -0.96 1.80  0.84
C -2.31 0.58 -0.07  -0.26
C -3.37 -0.06 0.70  -0.18
C -3.27 -0.02 2.10  -0.04
C -3.73 -1.07 2.84  -0.05
C -4.15 -2.25 2.12  -0.30
C -4.88 -1.90 0.87  0.00
C -4.36 -0.88 0.11  -0.01
Br -2.45 -3.33 1.15  0.80
H -2.56 -0.82 -1.75  0.13
H -2.14 1.63 0.20  0.11
H -2.24 -0.24 -4.09  0.11
H -2.07 2.93 -1.20  0.09
H -2.57 1.52 -5.91  0.14
H -2.38 4.56 -3.02  0.14
H -2.84 0.87 2.58  0.14
H -4.53 -0.87 -0.96  0.15
H -3.82 -0.96 3.93  0.15
H -5.70 -2.54 0.49  0.17
P 1.29 1.59 -0.73  0.84
C -0.63 -2.15 2.89  -0.28
C -0.95 -1.94 4.29  -0.07
H -0.43 -3.21 2.70  0.06
H -4.41 -3.17 2.67  0.12
H -1.37 -2.88 4.70  0.14
H 0.05 -1.90 4.78  0.14
H -1.58 -1.10 4.64  0.11
C 0.04 0.54 2.99  -0.33
C 0.82 0.58 4.28  -0.08
H -1.03 0.67 3.19  0.06
H 0.29 1.40 2.35  0.02
H 0.73 1.60 4.65  0.11
H 0.43 -0.06 5.07  0.07
H 1.87 0.35 4.19  0.08
C 1.88 -1.59 1.90  -0.31
C 2.47 -2.22 3.17  -0.08
H 2.51 -0.78 1.50  0.08
H 1.80 -2.37 1.12  0.07
H 3.54 -2.39 3.01  0.11
H 2.37 -1.59 4.06  0.07
H 2.01 -3.18 3.45  0.10
C 2.99 1.06 -1.00  -0.37
C 4.03 2.20 -0.92  -0.09
H 3.04 0.57 -1.98  0.06
H 3.24 0.27 -0.29  0.07
H 3.94 2.96 -1.71  0.10
H 4.05 2.74 0.03  0.08
H 5.02 1.75 -1.04  0.11
C 1.43 2.73 0.68  -0.38
C 0.15 3.47 1.08  -0.11
H 2.20 3.43 0.34  0.10
H 1.89 2.18 1.52  0.09
H -0.19 4.12 0.25  0.09
H -0.69 2.81 1.38  0.05
H 0.39 4.10 1.95  0.11
C 1.13 2.84 -2.04  -0.36
C 1.32 2.48 -3.50  -0.08
H 1.89 3.56 -1.72  0.09
H 0.17 3.35 -1.89  0.06
H 1.48 3.43 -4.03  0.12
H 2.18 1.82 -3.67  0.08
H 0.44 2.02 -3.95  0.06
N 0.02 -1.26 -2.31  -0.02
C 1.04 -2.31 -2.41  -0.30
C 0.71 -3.57 -1.92  -0.03
C 1.74 -4.35 -1.38  -0.04
C 3.06 -3.90 -1.43  -0.04
C 3.37 -2.73 -2.15  -0.03
C 2.35 -1.94 -2.69  -0.03
H -0.85 -1.64 -2.70  0.11
H 0.23 -0.47 -2.93  0.11
H -0.35 -3.88 -1.81  0.12
H 1.49 -5.29 -0.88  0.13
H 3.86 -4.51 -1.00  0.13
H 4.40 -2.43 -2.28  0.13
H 2.53 -1.00 -3.21  0.12

=====

(4)
The ion CH4N3 with charge +1 in a non-equilibrium geometry. Source: OMol25; level of theory: ωB97M-V/def2-TZVPD.

Summary:
Relative energy (zero: lowest compared OMol25 entry of this formula, charge and spin) ... 474.6 kJ/mol
HOMO ... -16.0605 eV
Multiplicity ... 1
Electronic energy ... -5559.9660 eV
Strongest force on any atom ... 7.3 eV/Å
SMILES string ... [NH3+]N1C=N1
E_LUMO ... -4.5988 eV
Kohn-Sham gap ... 11.46 eV
Net charge ... +1

Last column: natural (NBO) charge in e.
Cartesian coordinates (Å):
N -0.51 -0.16 0.88  -0.51
N 0.47 -0.53 -0.02  -0.20
C 0.88 0.36 -1.09  0.24
N 0.00 -0.43 -1.50  -0.10
H -1.26 0.52 0.29  0.44
H -0.14 0.18 1.69  0.44
H -1.01 -0.99 1.09  0.45
H 1.56 1.05 -1.34  0.25

=====

(5)
An isolated molecule of C6H8. Source: OMol25; level of theory: ωB97M-V/def2-TZVPD.

Summary:
Relative energy (zero: lowest compared OMol25 entry of this formula, charge and spin) ... 241.3 kJ/mol
HOMO ... -8.5127 eV
Multiplicity ... 1
Electronic energy ... -6348.2833 eV
Strongest force on any atom ... 0.5 eV/Å
SMILES string ... C1[C@H]2[C@@H]1[C@H]1C[C@@H]21
E_LUMO ... 1.3045 eV
Kohn-Sham gap ... 9.82 eV
Net charge ... 0

Last column: natural (NBO) charge in e.
Cartesian coordinates (Å):
C 0.47 1.24 0.74  -0.42
C 0.64 0.73 -0.66  -0.23
C -0.74 0.94 -0.10  -0.23
C -1.01 -0.61 -0.23  -0.23
C 0.01 -1.42 0.53  -0.42
C 0.38 -0.79 -0.78  -0.23
H 0.70 0.61 1.59  0.20
H 0.76 2.27 0.94  0.23
H 1.15 1.29 -1.43  0.22
H -1.46 1.71 -0.36  0.22
H -1.93 -1.05 -0.60  0.22
H -0.07 -2.50 0.57  0.23
H 0.41 -1.03 1.46  0.20
H 0.70 -1.37 -1.63  0.22